1.
{
  "formula": "C9H20B4F16HgN",
  "method": "the ωB97M-V functional and the def2-TZVPD basis",
  "multiplicity": 1,
  "total_charge": -1,
  "species": ["Hg", "F", "F", "F", "F", "F", "F", "F", "F", "F", "F", "F", "F", "F", "F", "F", "F", "N", "C", "C", "C", "C", "C", "C", "C", "C", "C", "B", "B", "B", "B", "H", "H", "H", "H", "H", "H", "H", "H", "H", "H", "H", "H", "H", "H", "H", "H", "H", "H", "H", "H"],
  "positions_angstrom": [[-0.1182, 3.2079, 0.8844], [-2.0652, 5.6537, 2.5108], [-2.6497, 4.7378, -0.8025], [-0.0227, 5.4880, 1.4943], [0.0354, -0.8260, 2.1375], [-0.1876, 6.0523, 3.7781], [2.7230, 1.9944, 0.0938], [-3.3570, 2.5309, -1.0978], [1.0817, 1.1294, 2.4515], [-1.1271, 3.0857, -1.2021], [-0.5470, 1.0653, 0.9396], [-0.6004, 4.0053, 2.9112], [-2.3373, 3.1708, 0.7475], [-1.0758, 1.0008, 3.1521], [3.8184, 3.9766, 0.2370], [2.1392, 3.5622, 1.7323], [1.6015, 3.8632, -0.4434], [-0.1317, -2.7967, -1.3377], [-1.3415, -2.9590, 0.9010], [-0.0233, -3.3370, 1.5972], [1.2051, -2.9455, 0.7587], [-0.2583, -1.2710, -1.3292], [-1.3909, -3.3601, -0.5901], [1.1425, -3.3819, -0.6930], [0.9069, -0.5559, -1.9864], [0.6834, 0.9385, -2.1207], [-0.0037, -3.3854, -2.7467], [2.5618, 3.3551, 0.4287], [-0.1467, 0.5669, 2.2341], [-2.3662, 3.4070, -0.6254], [-0.7490, 5.3618, 2.7403], [1.8078, -0.7487, -1.3999], [-0.0765, 1.3545, -2.7846], [2.0683, -3.4666, 1.1813], [-1.2348, -1.0780, -1.7754], [1.4375, -1.8866, 0.8871], [1.5799, 1.3464, -2.5883], [-0.8866, -3.0314, -3.2844], [1.1614, -0.9633, -2.9690], [1.1279, -4.4610, -0.5510], [0.4553, 1.2914, -1.1256], [-0.3566, -0.9754, -0.2855], [0.1326, -3.0267, 2.6273], [-2.2535, -3.0143, -1.1545], [-1.3539, -4.4508, -0.6004], [-0.1469, -4.4605, -2.6745], [-0.1321, -4.4280, 1.6230], [0.8643, -3.0122, -3.2786], [2.0384, -2.9138, -1.0930], [-1.5599, -1.8960, 1.0005], [-2.0721, -3.5139, 1.4905]]
}


2.
{
  "formula": "C21H22InNTe4",
  "method": "the ωB97M-V functional and the def2-TZVPD basis",
  "e_above_lowest_kj_mol": 203.6,
  "multiplicity": 1,
  "total_charge": 0,
  "species": ["Te", "Te", "Te", "Te", "In", "N", "C", "C", "C", "C", "C", "C", "C", "C", "C", "C", "C", "C", "C", "C", "C", "C", "C", "C", "C", "C", "C", "H", "H", "H", "H", "H", "H", "H", "H", "H", "H", "H", "H", "H", "H", "H", "H", "H", "H", "H", "H", "H", "H"],
  "positions_angstrom": [[0.5701, 2.7788, 2.5570], [0.5869, 5.0024, 0.9888], [-1.3984, 4.2250, -0.5747], [0.0822, 5.5934, 3.6277], [-0.0739, 1.4132, 0.1482], [-2.3179, 0.7673, 0.0506], [-2.7203, 0.4753, -1.1959], [-1.9923, 0.1236, -3.5708], [-4.5502, 0.6710, 0.8635], [-1.0086, 0.0885, -4.5447], [1.4125, -0.5048, 3.1277], [-4.0759, 0.2686, -1.4485], [-0.0443, -1.5062, 1.5334], [4.7183, -1.2663, 0.4732], [3.0941, -1.7662, -1.3681], [0.9867, -1.5109, 0.5966], [0.1513, -1.0045, 2.8181], [3.3578, -0.9091, -0.1328], [-1.6660, 0.4202, -2.2470], [-3.1978, 0.8703, 1.0445], [-0.3369, 0.6978, -1.8945], [0.6338, 0.6563, -2.8897], [-0.9545, -1.0065, 3.8376], [2.2414, -0.9816, 0.8977], [0.3099, 0.3517, -4.2048], [-4.9894, 0.3636, -0.4157], [2.4289, -0.4814, 2.1852], [-6.0425, 0.2089, -0.6110], [-0.5561, -0.9187, 4.8478], [1.6694, 0.8718, -2.6483], [1.6036, -0.1203, 4.1234], [-1.6337, -0.1656, 3.6841], [2.1989, -1.4558, -1.9073], [1.0815, 0.3268, -4.9644], [5.4760, -1.3207, -0.3092], [3.4057, 0.1388, -0.4589], [-1.2736, -0.1394, -5.5689], [2.9795, -2.8187, -1.0966], [-5.2335, 0.7672, 1.6945], [3.9359, -1.6903, -2.0570], [-2.7913, 1.1465, 2.0099], [4.6743, -2.2377, 0.9702], [5.0549, -0.5299, 1.2016], [0.8010, -1.9448, -0.3764], [-4.4170, 0.0435, -2.4469], [3.3837, -0.0570, 2.4654], [-1.0050, -1.9331, 1.2658], [-1.5449, -1.9214, 3.7813], [-3.0142, -0.0797, -3.8615]]
}


3.
{
  "formula": "C26H58N2O11SSi",
  "method": "the ωB97M-V functional and the def2-TZVPD basis",
  "multiplicity": 1,
  "total_charge": -2,
  "species": ["S", "Si", "O", "O", "O", "O", "O", "O", "O", "O", "O", "O", "O", "N", "N", "C", "C", "C", "C", "C", "C", "C", "C", "C", "C", "C", "C", "C", "C", "C", "C", "C", "C", "C", "C", "C", "C", "C", "C", "C", "C", "H", "H", "H", "H", "H", "H", "H", "H", "H", "H", "H", "H", "H", "H", "H", "H", "H", "H", "H", "H", "H", "H", "H", "H", "H", "H", "H", "H", "H", "H", "H", "H", "H", "H", "H", "H", "H", "H", "H", "H", "H", "H", "H", "H", "H", "H", "H", "H", "H", "H", "H", "H", "H", "H", "H", "H", "H", "H"],
  "positions_angstrom": [[0.4266, -4.2463, 2.2716], [4.5768, -2.1780, 3.0304], [-2.3345, -0.5492, 3.9211], [8.7425, 0.0757, -2.8786], [-1.9252, -0.7357, -0.5789], [-3.4002, -0.1907, 1.9369], [-3.5889, 2.5953, -3.4754], [-1.0878, 1.4179, -0.2137], [3.2805, -2.4923, 1.8938], [-8.8645, -0.6359, -4.8472], [-5.4914, 3.6227, -1.4536], [7.1866, -0.0451, -0.3712], [-6.9717, 1.0510, -6.3553], [-0.2563, -1.6172, 1.4823], [0.0018, 0.6986, 2.3991], [0.4292, 3.0582, 3.0734], [5.9089, -3.5928, 2.9904], [1.0913, -1.5612, 0.8860], [-1.3148, 0.2399, 0.2169], [-2.2710, -0.3285, 2.5426], [7.6467, 1.2634, -0.0657], [3.7456, -2.2659, 4.7862], [-8.9310, -0.3915, -6.2502], [1.1362, 2.7457, 4.5146], [-0.8704, -0.2950, 1.7064], [-0.7195, 1.9139, 2.8573], [-0.1882, -4.3252, 5.1274], [5.4516, -0.5002, 2.7524], [-3.0199, 3.8915, -3.5477], [-6.3207, 4.0640, -2.5142], [2.3120, -1.3987, 1.9503], [0.8446, -4.8549, 3.9983], [9.8824, -0.3570, -2.1520], [-6.0092, 0.8269, -5.3282], [-5.1101, 2.2489, -1.5968], [-7.5427, -0.1611, -6.8381], [6.6278, -0.1307, -1.6811], [-3.6866, 2.1186, -2.1257], [-0.4186, -2.5795, 2.5852], [-9.2201, 0.5064, -4.0810], [7.6085, -0.7655, -2.6609], [-8.7093, 1.4072, -4.4308], [-6.3819, 5.1538, -2.4689], [0.5497, 1.9825, 5.1361], [-3.1839, 4.2804, -4.5559], [10.6272, 0.4408, -2.1802], [2.6134, -2.4312, 4.6742], [2.9108, -0.4403, 1.6795], [-6.8843, -1.0124, -6.6338], [-7.6339, -0.0603, -7.9251], [0.1217, -3.2614, 5.4610], [1.2302, 3.6887, 5.1685], [-5.7875, 1.7834, -4.8528], [-1.2355, -4.1993, 4.6571], [1.2329, -0.6781, 0.1515], [10.3056, -1.2496, -2.6243], [-9.5952, 0.4521, -6.4691], [0.8300, -5.9964, 4.0537], [5.2474, -0.1833, 1.6577], [-3.4133, 1.0598, -2.1407], [-9.3629, -1.2866, -6.7088], [6.5127, -3.6032, 2.0171], [5.3922, -4.6125, 3.0842], [4.8813, 0.2834, 3.3889], [7.1109, -0.8849, -3.6277], [1.9165, -1.1965, 3.0180], [4.1821, -3.1629, 5.3407], [7.9192, -1.7584, -2.3179], [1.3691, -2.4924, 0.2539], [6.3039, 0.8546, -2.0331], [8.2580, 1.2075, 0.8370], [8.2553, 1.6806, -0.8726], [-5.0882, 0.4308, -5.7654], [-0.2679, -5.0108, 6.0387], [-1.2060, 1.8045, 3.9046], [0.0126, 4.1194, 3.0312], [-5.1550, 1.8001, -0.6003], [-3.4781, 4.5790, -2.8312], [-0.0402, -2.0802, 3.5549], [1.8915, -4.4896, 4.3070], [6.5625, -0.4790, 3.0095], [-5.8184, 1.7128, -2.2397], [6.7930, 1.9198, 0.1282], [-1.5113, -2.8910, 2.7969], [-2.9761, 2.6377, -1.4756], [-1.9423, 3.8330, -3.3646], [-6.3796, 0.1378, -4.5652], [3.8939, -1.2621, 5.3092], [6.6031, -3.4973, 3.9008], [-7.3279, 3.6499, -2.3943], [-5.9202, 3.7788, -3.4911], [-1.5320, 2.2904, 2.1470], [-10.3041, 0.6570, -4.1224], [-8.9310, 0.3244, -3.0446], [5.7416, -0.7688, -1.6086], [1.2446, 2.9277, 2.2636], [0.3829, 0.2702, 3.2701], [9.6428, -0.5718, -1.1073], [2.1706, 2.2715, 4.3038]]
}


Gap between HOMO and LUMO for every record listed, in sequence, given in eV: 9.98; 5.68; 4.55.
LUMO energy for every record listed, in sequence, given in eV: 1.28; -0.75; 3.46.
Molar mass for every record listed, in sequence, given in g mol⁻¹: 690.072; 913.632; 634.906.